(1)
A structure of composition C24H54ClINO9S, computed with ωB97M-V/def2-TZVPD.

The charge is +1. For the energy relative to the best compared isomer or geometry (same formula, charge and spin), the calculation gives 0.000 eV. For the HOMO-LUMO gap, the calculation gives 6.34 eV. For the HOMO energy, the calculation gives -10.41 eV. The electronic energy comes out at -2834.3373 hartree. The value obtained for the largest force on an atom is 1.6 eV Å⁻¹.

CARTESIAN COORDINATES (ANGSTROEM)
C  -3.3805  -4.4931  2.1560
H  7.0918  0.3933  5.8530
S  -5.2967  1.2824  0.4266
H  -1.8817  -5.5403  0.1424
C  -7.7722  1.3508  -0.9951
I  -7.6438  -0.4770  1.4548
H  0.6941  2.4502  -1.5526
C  5.9041  3.5206  0.5068
C  -1.8879  -6.0937  1.0845
H  8.8201  0.8086  5.7267
O  5.8192  3.0647  1.8369
H  -3.0244  -0.2771  0.6138
H  3.3536  1.2755  -0.8423
H  -4.6595  -4.2217  0.4611
O  5.2892  0.1409  2.5256
H  -1.9507  -7.1563  0.8424
C  0.2941  -4.2125  3.2612
H  3.7443  1.0145  3.4388
H  -0.6356  -6.4067  2.7919
H  0.4111  4.9410  -5.1347
H  6.7967  -0.7872  1.5993
H  0.1439  4.8690  -1.8342
H  1.3441  -4.5227  3.2708
O  -2.8297  -3.3354  0.0801
H  2.1860  4.8946  -5.1057
H  7.6070  2.0920  5.9092
H  -0.2261  -4.6994  4.0931
H  1.0733  -0.3092  -2.8758
C  -3.8725  -3.6696  0.9866
H  -3.5700  1.2769  -3.2883
H  -8.4208  1.8318  -0.2638
O  -0.5198  1.8228  -3.1279
H  -1.0224  2.8640  -1.4922
H  -2.3329  -3.3372  -1.8834
H  -4.3225  -0.2912  -2.9616
H  -7.2201  2.1305  -1.5282
C  -3.2308  -3.3827  -1.2666
H  1.3239  6.1604  -4.2081
C  -8.6267  0.5260  -1.9816
H  -2.5265  -0.1347  -2.9726
H  -6.4135  -0.3306  -0.9036
H  -2.0613  -0.8006  -0.7676
H  0.2193  -6.3251  1.2363
C  -6.7801  0.4651  -0.2498
C  -3.4670  0.3496  -2.7191
C  0.1006  4.1819  -2.6911
H  -0.0773  0.7713  -4.7750
H  3.6193  -0.2208  -1.7599
H  -9.6787  0.5534  -1.6998
N  -4.4297  1.5634  -0.9178
O  7.6624  1.2742  4.0612
H  0.2477  -3.1337  3.4027
H  8.6175  -0.1761  2.9594
H  -2.5576  -3.9839  2.6633
O  1.3172  4.2419  -3.4003
H  2.1061  0.0429  -4.2790
C  7.6164  0.0526  3.3493
H  -0.7387  4.4846  -3.3294
C  0.4708  1.3796  -4.0511
C  7.8063  1.1228  5.4549
O  2.4246  1.2396  -2.6368
H  6.9525  3.7285  0.3005
H  -3.7634  -4.3102  -1.4981
O  -0.3253  -4.5039  2.0267
H  5.3040  1.6115  4.0062
H  -8.3323  -0.5273  -1.9973
C  4.7473  1.3081  3.1173
H  4.0613  2.1311  1.2664
H  5.5521  2.7599  -0.2001
C  1.2983  5.1095  -4.5142
H  7.3105  -0.7671  4.0099
C  1.5436  0.4980  -3.4529
H  -3.8857  -2.5382  -1.5297
H  -4.2127  -4.5620  2.8611
C  -0.1517  2.7900  -2.1535
O  -3.0606  -5.8300  1.8404
H  5.3262  4.4393  0.3541
H  6.9228  0.9713  1.5284
H  -8.5240  0.9146  -2.9941
C  6.6652  0.1311  2.1765
C  2.8825  0.5450  -1.4975
C  -3.5436  0.6698  -1.2753
C  -2.5720  0.0503  -0.3246
C  -0.5907  -5.8829  1.8307
Cl  -6.0152  3.0676  0.8807
H  -4.3091  -2.7389  1.3821
H  3.9491  3.2331  2.6581
C  4.5789  2.4755  2.1706
H  -1.8180  0.8187  -0.1171
H  0.9105  2.2179  -4.5925
H  2.0526  0.0746  -0.9565

Charges per atom according to Mulliken partitioning, unit e: -0.51, 0.35, 0.63, 0.04, -0.39, 0.25, 0.11, -0.72, -0.25, 0.33, -0.30, 0.48, -0.16, 0.40, -0.44, 0.41, -0.82, 0.42, 0.36, 0.36, 0.40, 0.40, 0.33, -0.25, 0.24, 0.23, 0.36, 0.29, -0.34, 0.40, 0.47, -0.30, 0.33, 0.25, 0.40, 0.36, -0.82, 0.32, -1.18, 0.26, 0.44, 0.25, 0.38, -0.74, -1.21, -0.85, 0.46, 0.37, 0.33, -0.24, -0.29, 0.23, 0.38, 0.18, -0.24, 0.40, -0.56, 0.38, -0.43, -0.78, -0.27, 0.27, 0.49, -0.21, 0.14, 0.36, -0.40, -0.31, 0.27, -0.81, 0.34, -0.54, 0.18, 0.41, -0.10, -0.45, 0.32, 0.12, 0.31, -0.30, -0.38, 0.68, -1.00, -0.58, -0.11, 0.21, 0.41, 0.12, 0.25, 0.13, 0.30



(2)
A structure of composition C24H54F6KN6O12S6, computed with ωB97M-V/def2-TZVPD.

The charge is +1. For the energy relative to the best compared isomer or geometry (same formula, charge and spin), the calculation gives 1.750 eV. For the HOMO-LUMO gap, the calculation gives 7.44 eV. For the HOMO energy, the calculation gives -10.12 eV. The electronic energy comes out at -5766.2233 hartree. The value obtained for the largest force on an atom is 6.2 eV Å⁻¹.

CARTESIAN COORDINATES (ANGSTROEM)
H  5.3217  0.3609  -6.8024
C  2.4910  -1.3118  -1.3684
C  -2.2068  3.1368  -3.3194
H  0.8977  0.3223  -4.0825
H  -0.1126  1.7472  -5.4670
H  -2.1182  4.2133  -3.1780
S  -5.3628  -2.5917  4.8647
H  -2.2973  3.4827  -5.4453
H  3.6543  -1.7199  -6.2021
C  -1.2681  -3.6214  7.5853
H  -0.1974  -3.7775  7.7305
S  0.4083  1.2894  1.1231
O  -6.4562  -0.1465  -3.0296
H  0.1014  3.4934  -5.0504
N  -0.0033  2.0701  -3.3958
H  6.8939  -1.8001  -4.2138
H  4.5313  -1.7408  -1.7198
H  1.4158  2.1754  -1.9041
H  2.4770  -1.4926  -0.2970
C  -0.4054  0.0967  5.5026
H  -1.4998  1.5465  -1.9582
C  3.5804  -2.0304  -2.1703
H  -0.9124  3.1926  -1.7282
H  4.0235  0.4612  -5.6302
F  -2.2685  -1.1987  0.5016
H  -0.3723  1.0597  4.9956
O  -4.6988  -1.7187  5.7923
C  3.7698  2.9580  -3.1596
H  2.6858  -1.9399  -4.1407
F  0.5142  2.6080  0.1826
F  -5.6287  1.9943  -3.4190
C  6.0118  0.1181  -4.7309
H  4.1330  2.1376  -2.5332
S  -5.2595  0.4214  -3.5583
H  2.2225  3.2257  -4.6231
H  5.9283  -1.0593  -2.8836
C  -1.8966  2.7403  -4.7610
O  -0.0276  -1.7818  0.3486
H  -3.7352  2.3910  6.4043
C  4.6733  -1.5273  -5.8771
H  3.3846  -3.0955  -2.0578
H  -1.5358  -1.0646  8.4154
H  -0.8401  0.9837  8.6070
K  -3.5008  1.4885  -0.0409
C  -1.1510  2.4322  -2.4678
F  -6.7146  -2.9699  5.5689
N  -4.0358  0.4008  -2.5535
H  -2.5393  -2.2280  6.5580
H  -1.7187  -3.4390  8.5644
H  -2.3654  1.7740  -4.9629
H  -1.7437  -4.5096  7.1807
C  0.0909  0.5655  -3.3962
H  -0.7625  -0.6337  4.7839
C  -0.9511  -1.1628  7.5014
N  4.7764  -1.9480  -4.4254
C  1.2661  2.6857  -2.8572
H  1.5134  -1.6983  -1.6691
H  5.7398  0.9639  -4.1027
H  5.8930  -3.6375  -4.9598
O  -3.6749  -1.8598  -3.8380
C  6.0193  -1.2148  -3.9511
N  -6.0172  -1.7790  3.6123
C  3.5622  -1.5650  -3.6099
S  -4.7405  -1.6355  2.7204
H  0.6198  -0.1294  5.7917
N  -0.9156  0.7104  0.4856
H  1.0413  3.7244  -2.6188
O  1.6149  0.6008  0.7855
H  -1.4125  3.3767  7.0569
O  -1.0969  -1.0389  2.4347
S  -3.6639  -1.2343  -2.5676
O  -3.6313  -0.8505  3.1908
H  0.2906  1.5679  7.3296
H  -0.8321  0.1908  -3.8346
H  -2.2367  2.4989  8.4107
O  -4.7222  -3.8347  4.6176
H  3.5596  -0.4728  -3.6443
C  5.0592  -3.4170  -4.2986
H  4.1760  -3.9867  -4.5754
H  5.4540  -2.1041  -6.3659
H  2.5554  -0.2292  -1.4955
H  -3.2857  -0.0460  7.3323
H  -3.2285  2.7932  -3.1610
N  -1.2092  0.1294  6.7662
O  -4.2188  -1.9826  -1.5080
C  -0.3889  2.5572  -4.7975
S  -0.8135  -0.8340  1.0531
F  -2.1037  -1.1273  -2.2096
H  4.5830  3.1602  -3.8533
H  5.3686  -3.6175  -3.2779
H  0.2494  0.2216  -2.3786
H  3.5658  3.8333  -2.5442
C  2.4497  2.5407  -3.7979
C  -2.7001  0.3672  6.5162
H  -1.0060  -2.5452  5.7521
C  4.9700  -0.0323  -5.8524
O  0.3164  1.8624  2.4195
C  -0.7364  1.3283  7.5797
C  -1.7954  2.4256  7.4201
O  -5.0020  0.2420  -4.9454
F  -5.3865  -0.5706  1.6353
H  0.1180  -1.2849  7.6695
C  -2.7696  1.8916  6.3811
O  -4.5125  -2.7489  1.8723
H  -2.9022  -0.0650  5.5383
C  -1.4677  -2.3674  6.7212
H  2.4945  1.5699  -4.2949
H  -2.4401  2.0360  5.3473
H  7.0300  0.2530  -5.0880

Here are the Mulliken charges for atoms 1 to 99, given in e: 0.54, -1.28, -0.47, 0.43, 0.24, 0.44, 1.03, 0.46, 0.40, -1.54, 0.38, 0.74, -0.61, 0.55, 0.77, 0.44, 0.29, 0.10, 0.59, -1.24, -0.59, -0.38, 0.40, -0.19, -0.22, 0.80, -0.54, -1.38, 0.41, -0.32, -0.32, -0.40, 0.27, 0.94, 0.44, 0.16, -0.73, -0.58, 0.51, -0.56, 0.43, 0.56, 0.38, 0.98, 0.45, -0.27, -0.10, 0.02, 0.35, 0.18, 0.41, -0.73, 0.14, -0.95, 0.20, -0.74, 0.31, 0.14, 0.51, -0.66, -0.41, -0.45, -0.47, 1.02, 0.30, 0.03, 0.62, -0.55, 0.35, -0.38, 1.02, -0.31, 0.38, 0.38, 0.35, -0.58, -0.06, -1.09, 0.35, 0.40, 0.15, 0.59, 0.20, 0.49, -0.51, -0.69, 0.61, -0.12, 0.37, 0.42, -0.39, 0.43, 0.22, -0.62, 0.18, -0.23, -0.55, -0.56, -0.64



(3)
A cluster of 5 separate species, C24H54FN4O6S2 in total, computed with ωB97M-V/def2-TZVPD.

The charge is +1. For the HOMO-LUMO gap, the calculation gives 7.55 eV. For the HOMO energy, the calculation gives -10.97 eV. The electronic energy comes out at -2512.8522 hartree. The value obtained for the largest force on an atom is 4.8 eV Å⁻¹.

CARTESIAN COORDINATES (ANGSTROEM)
C  -2.3505  5.0432  -1.8488
H  -1.3064  -6.7301  3.2804
H  -3.3202  2.8873  -2.0377
C  -3.6059  1.7968  0.9208
C  -3.2780  -0.1872  2.6824
H  -0.2044  5.8487  -4.2859
C  -4.3426  3.0355  1.7701
H  3.5064  -1.8886  -5.0634
H  5.7684  -2.6754  -5.2214
H  5.0243  4.6847  -2.5527
H  -2.4590  -0.9280  3.0836
H  -0.6365  -5.1526  5.1119
H  0.3066  -7.1079  6.5996
H  -4.5451  2.7449  2.8953
N  -1.9695  -1.1945  -0.1562
H  4.1879  -3.2303  -2.6499
H  -1.7803  -3.2973  -0.5506
C  -1.2848  -2.3196  -0.9615
O  3.4420  -1.9942  -4.0987
C  -2.2730  1.8622  -3.9986
H  -2.4639  -1.7906  0.5492
C  1.4936  -0.1248  -2.5611
O  -1.6583  6.0118  -2.7149
H  0.4054  -6.2671  3.1255
F  0.3899  -2.8140  0.7714
H  0.0286  3.4380  -4.4346
H  -4.4511  1.0600  0.5514
H  1.8190  -8.0039  6.5329
H  6.3397  -3.6706  -3.8615
H  -3.2384  5.5315  -1.2274
C  1.1803  0.2503  -1.0053
C  -0.9335  -0.2138  0.4333
C  3.1111  4.0113  -1.8199
H  -0.1145  -3.3972  2.9358
O  3.6967  6.2399  -2.5061
H  3.4903  3.0865  -1.3761
H  -1.5735  4.6507  -1.0391
H  0.9330  -7.8859  8.0722
H  -2.3522  1.8897  2.8401
H  2.4757  0.4871  -2.8582
H  -0.2770  3.2085  -2.5116
H  3.8733  -3.9969  -4.2192
H  0.4385  5.5182  -2.4537
H  4.6152  5.2906  -0.9356
H  1.5182  -5.1806  5.8392
C  5.6950  -2.8324  -4.1403
C  -3.0447  3.8038  -2.7126
C  1.9798  -6.0826  7.5030
H  1.1285  -2.6565  -1.2429
N  0.3305  -0.7062  -0.2299
H  2.2176  0.3980  -0.4596
C  0.3473  0.3273  -3.6451
H  2.7004  3.7863  -2.8096
H  -0.1087  1.4464  2.7756
H  0.6714  1.3300  -1.0005
C  -2.5311  1.1129  1.9519
H  -4.0207  0.1526  3.5498
H  1.3769  -5.4125  8.1236
H  -0.7940  -5.5302  2.0704
H  -5.3346  3.3373  1.1910
O  0.0698  -3.7197  3.8347
N  -2.0969  3.3753  -3.8119
C  -0.8284  -4.7875  4.0987
C  1.2142  -7.3449  7.1643
H  -3.9421  5.3831  1.6392
C  4.2600  -3.0959  -3.7332
C  0.3012  -2.1640  -0.5839
H  2.9782  6.5612  -1.9346
H  -2.6606  4.2364  0.8054
H  -2.6146  4.3662  2.6851
S  -3.3856  1.4041  -5.2368
H  -1.5835  -2.3375  -2.1172
H  0.3996  -0.4333  -4.5638
H  -3.0035  2.2278  0.0152
C  4.2082  5.0506  -1.9227
H  2.8968  -6.3255  8.0478
O  -0.1227  1.5105  1.7725
N  -1.1850  0.7766  1.3505
C  -0.4355  5.3660  -3.2447
H  0.7060  1.3693  -4.1040
O  2.3399  -5.3993  6.3114
H  -4.0759  4.2177  -3.1408
H  -3.9237  -0.8137  1.8999
H  2.2823  4.3821  -1.2080
H  1.7493  -1.2455  -2.7786
H  -1.8522  -4.4032  4.0584
S  -1.3694  0.5662  -2.9439
C  -3.3546  4.3615  1.7546
C  -0.6244  -5.8970  3.0879
C  -0.6559  3.7349  -3.5114
H  6.0702  -1.9227  -3.6603

Charges per atom according to Mulliken partitioning, unit e: -0.16, 0.36, 0.13, 0.12, -1.21, 0.38, -0.60, 0.26, 0.34, 0.33, 0.32, 0.22, 0.25, 0.26, -0.03, 0.26, 0.37, -0.81, -0.45, -0.45, 0.30, -0.10, -0.47, 0.25, -0.29, 0.27, 0.46, 0.25, 0.34, 0.31, -0.21, -0.55, -0.64, 0.27, -0.51, 0.33, 0.02, 0.33, 0.39, 0.36, -0.18, 0.28, 0.15, 0.29, 0.24, -1.14, -0.20, -0.22, 0.25, 0.36, 0.23, -0.49, 0.21, 0.40, -0.07, -0.30, 0.35, 0.24, 0.29, 0.35, -0.50, 0.11, -0.21, -0.90, 0.32, -0.18, 0.42, 0.29, -0.14, 0.24, -0.09, 0.24, 0.40, -0.45, -0.53, 0.31, -0.40, 0.79, -0.32, 0.14, -0.50, 0.30, 0.25, 0.24, -0.16, 0.24, 0.22, -0.47, -0.93, -0.07, 0.30



(4)
A cluster of 8 separate species, C24H54O14P2 in total, computed with ωB97M-V/def2-TZVPD.

For the energy relative to the best compared isomer or geometry (same formula, charge and spin), the calculation gives 0.000 eV. For the HOMO-LUMO gap, the calculation gives 9.36 eV. Its structure (SMILES) is COP(=O)(OC)OC.COP(=O)(OC)OC.CC(C)=O.CC(C)=O.CC(C)=O.CC(C)=O.CC(C)=O.CC(C)=O. For the HOMO energy, the calculation gives -8.93 eV. The electronic energy comes out at -2682.6202 hartree. The value obtained for the largest force on an atom is 13.5 eV Å⁻¹.

CARTESIAN COORDINATES (ANGSTROEM)
C  -89.2606  13.5293  80.7690
H  -86.4317  12.8430  86.9086
H  -86.0040  10.4719  89.2321
C  -87.4815  12.7335  87.2499
C  -89.9902  16.8185  87.9836
O  -87.3636  7.3003  87.2510
H  -85.9354  10.3433  83.3179
H  -86.3002  8.8065  88.8885
O  -89.5310  11.6699  84.2679
C  -85.4260  7.0095  85.8655
H  -85.1965  13.4630  83.8870
H  -86.6817  11.4388  81.9681
H  -87.5186  9.8708  86.8472
O  -81.2912  15.6468  84.9878
O  -83.6867  10.0656  88.4465
H  -89.6499  14.5984  82.5689
C  -86.2224  10.4281  82.2509
C  -89.8134  13.1565  79.3678
O  -88.2345  18.2840  85.9584
C  -87.7206  9.2918  80.4631
H  -91.5322  10.9137  84.0014
C  -87.9123  17.2533  83.2284
C  -82.5254  16.1350  82.9569
H  -81.1027  10.1828  86.9751
H  -87.0835  16.5789  88.1565
H  -83.6457  16.2501  82.4841
C  -82.3037  16.1112  84.4322
H  -85.7002  9.5423  90.4033
O  -83.1938  9.7123  84.4543
C  -90.1533  14.4568  81.5537
H  -81.8792  16.8184  82.3912
C  -82.6151  11.8864  85.2956
H  -84.6317  7.8115  86.1575
H  -89.0335  12.3084  78.9273
O  -88.2396  12.0150  86.3493
C  -85.6818  9.4503  89.5266
H  -85.0833  6.0835  86.2788
H  -82.5098  15.1934  82.6873
H  -85.9738  9.9385  86.6776
H  -91.0994  11.8609  85.3560
H  -85.3565  10.3990  81.8547
H  -89.9875  13.9438  78.6010
C  -86.6169  7.8617  86.4713
H  -86.5727  14.2561  83.1434
H  -83.7960  17.7389  84.9355
C  -90.9242  11.7653  84.3454
H  -85.9472  15.3855  87.6838
H  -83.3007  11.9494  85.9983
C  -83.3911  16.7748  85.2537
H  -86.4267  14.1512  84.7937
H  -80.2698  9.8705  85.5329
P  -88.4888  12.6096  84.8704
H  -83.0435  16.7485  86.2540
O  -88.9684  14.0033  84.9713
H  -84.3604  16.2374  85.0296
H  -87.6118  18.2213  83.4668
H  -87.2410  12.3450  88.1202
O  -89.8117  16.3124  86.6447
C  -86.2523  13.7118  84.0072
H  -90.0995  15.3122  80.9950
H  -89.3597  16.1712  88.6990
H  -85.7647  7.0840  84.9195
O  -88.2832  13.0658  81.2084
H  -82.5043  7.8526  89.2963
H  -91.3258  12.5201  83.7851
H  -87.8143  13.8774  87.1544
H  -86.9784  16.6980  83.4215
C  -82.4658  10.3997  85.2374
H  -83.1119  12.4153  84.4719
C  -83.5141  7.9124  89.5293
C  -84.2476  9.2135  89.1176
H  -91.1680  14.1640  81.9200
H  -81.7098  12.4734  85.5587
H  -83.3999  7.6344  90.7304
O  -88.8349  16.7586  84.0932
H  -90.0106  17.9433  88.0594
H  -88.6405  8.7816  80.3790
O  -86.9532  12.4634  84.2249
H  -86.7268  9.8749  85.3223
H  -90.6058  12.3583  79.5308
C  -86.7679  9.3696  86.2788
H  -88.1178  17.0900  82.1091
H  -91.0410  16.7992  88.2339
H  -81.5360  8.6490  85.9738
H  -85.8536  16.9630  86.9152
H  -87.9069  10.4881  80.4242
H  -86.8020  9.0329  79.8412
O  -87.2481  16.0206  86.1337
C  -87.1677  9.2925  81.9524
P  -88.5855  16.8493  85.7562
O  -87.4717  8.4625  82.7503
H  -83.9913  7.4294  88.8897
C  -86.6244  16.2146  87.3224
C  -81.2580  9.7446  86.0327

Charges per atom according to Mulliken partitioning, unit e: 0.65, 0.00, 0.15, -0.89, -0.75, -0.61, -0.37, 0.26, -0.21, -0.80, -0.08, -0.01, 0.76, -0.60, -0.52, -0.06, -0.30, -1.12, -0.84, -0.77, 0.24, -0.55, -1.08, 0.33, 0.56, 0.18, 0.70, 0.87, -0.56, -0.76, 0.32, -1.04, -0.07, 0.23, -0.25, -1.38, 0.31, 0.41, 0.22, 0.43, 0.92, 0.35, 0.23, 0.18, 0.45, -0.80, 0.24, 0.36, -0.55, 0.01, 0.39, -0.15, 0.40, -0.32, -0.21, 0.49, 1.07, -0.25, -0.19, 0.50, 0.24, 0.44, -0.39, 0.40, 0.19, 0.01, -0.01, 0.92, 0.20, -1.27, 0.89, 0.23, 0.36, 0.27, -0.24, 0.31, 0.34, 0.61, -0.02, 0.30, -0.55, 0.18, 0.31, 0.28, 0.16, -0.02, 0.31, 0.31, 0.55, 0.94, -0.54, 0.37, -0.97, -1.22